Entry 1:
Here is the ion CH6N3O2 with charge +1 in a non-equilibrium geometry from OMol25. Energies are from ωB97M-V with the def2-TZVPD basis set.

```
12
Properties=species:S:1:pos:R:3:forces:R:3
C -0.592 -0.041 -0.128 2.582 0.120 0.760
N -1.759 -0.598 -0.012 -5.788 0.703 -0.287
N -0.367 1.292 0.019 -1.934 -3.305 -0.505
N 0.426 -0.931 -0.164 3.676 1.007 -0.624
O 2.273 0.386 0.560 0.012 0.131 0.674
O 1.695 -0.351 -0.560 -0.890 -0.514 0.233
H -2.744 -0.071 -0.082 3.375 -1.187 0.308
H -1.930 -1.608 -0.076 0.678 0.701 0.037
H -1.216 1.703 0.287 -0.804 1.469 0.232
H 0.441 1.830 -0.136 1.255 0.088 -0.174
H 0.497 -1.974 -0.222 -0.703 1.544 0.074
H 3.275 0.363 0.514 -1.461 -0.757 -0.727
```
Forces are in eV/Å.

Output
Electronic energy   -9688.6252 eV
HOMO-LUMO gap   11.6207 eV
Charge   +1
ΔE to the lowest compared entry with this formula, charge and spin   129.3 kJ/mol


Entry 2:
Here is a cluster of 2 separate species, CH6N3O2 in total in a non-equilibrium geometry from OMol25. Energies are from ωB97M-V with the def2-TZVPD basis set.

```
12
Properties=species:S:1:pos:R:3:forces:R:3
C -0.391 0.407 0.104 3.866 -1.612 0.981
N 1.759 -0.735 0.042 1.471 1.025 0.677
N -1.297 -0.466 -0.157 -4.133 0.799 0.050
N 0.054 1.535 -0.145 2.854 3.856 2.720
O -1.148 -1.609 -0.406 1.035 -3.825 -0.325
O -2.522 0.030 0.161 -0.438 3.328 0.338
H 2.684 -0.225 0.032 -1.341 -0.624 -0.022
H 1.941 -1.618 -0.388 -0.057 -0.675 -0.528
H -0.169 2.103 -0.917 -1.121 1.206 -0.864
H 0.877 1.959 0.515 -2.257 -1.637 -2.369
H 1.565 -0.945 1.015 0.220 -0.118 0.135
H -3.355 -0.436 0.144 -0.099 -1.722 -0.792
```
Forces are in eV/Å.

Output
Spin multiplicity   3
Electronic energy   -9684.3656 eV
HOMO-LUMO gap (spin up / spin down)   7.9962 / 7.7477 eV
Charge   +1
Expectation value of S²   2.0102
ΔE to the lowest compared entry with this formula, charge and spin   77.7 kJ/mol


Entry 3:
Here is the ion CH6N3OS with charge +1 in a non-equilibrium geometry from OMol25. Energies are from ωB97M-V with the def2-TZVPD basis set.

```
12
Properties=species:S:1:pos:R:3:forces:R:3
C -0.114 -0.323 0.137 0.113 0.491 0.414
N -0.785 -1.127 0.954 -1.383 2.208 -3.360
N 1.141 -0.560 -0.231 -0.501 -2.821 1.571
N 1.968 0.137 -1.086 1.187 -0.671 0.468
O -2.437 1.398 -0.244 0.684 -1.844 -0.223
S -0.809 1.169 -0.445 0.026 1.778 -1.209
H -1.741 -0.906 1.067 -1.069 0.074 0.303
H -0.382 -1.631 1.624 2.114 -2.686 3.058
H 1.524 -1.532 0.025 -0.868 2.015 -0.604
H 1.502 0.895 -1.517 -0.149 0.933 -0.440
H 2.852 0.343 -0.594 -0.831 0.388 -0.528
H -2.718 2.138 0.309 0.678 0.136 0.551
```
Forces are in eV/Å.

Output
Electronic energy   -18478.5072 eV
HOMO-LUMO gap   9.5213 eV
Charge   +1
ΔE to the lowest compared entry with this formula, charge and spin   176.9 kJ/mol


Entry 4:
Here is a structure of composition CH6N3OS in a non-equilibrium geometry from OMol25. Energies are from ωB97M-V with the def2-TZVPD basis set.

```
12
Properties=species:S:1:pos:R:3:forces:R:3
C 0.419 -0.683 -0.462 -1.103 1.853 -1.002
N 1.235 -1.710 -0.419 -0.445 -2.242 -0.857
N 0.524 0.470 0.238 0.620 0.398 1.900
N -0.581 1.406 0.281 0.864 1.089 -1.144
O -0.559 -0.700 -1.377 0.877 0.791 0.040
S -1.429 1.627 1.735 -3.372 -2.199 -0.093
H 2.054 -1.879 0.130 0.143 0.910 0.878
H 1.038 -2.614 -0.926 -0.317 1.883 0.210
H 1.203 0.621 1.028 -0.757 -0.799 -1.281
H -0.240 2.381 0.070 -0.053 -1.673 -0.250
H -0.733 0.241 -1.723 0.020 -1.703 1.090
H -2.930 0.840 1.424 3.522 1.689 0.509
```
Forces are in eV/Å.

Output
Electronic energy   -18478.3407 eV
HOMO-LUMO gap   10.0482 eV
Charge   +1
ΔE to the lowest compared entry with this formula, charge and spin   192.9 kJ/mol